[1]
This record from OMol25 describes a structure of composition C28H36P2ReSi in a non-equilibrium geometry. The level of theory is ωB97M-V/def2-TZVPD.

charge: +2
2S+1: 4
orbital gap (spin up / spin down): 6.20 / 4.91 eV
ΔE to the lowest compared entry with this formula, charge and spin: 1.252 eV
expectation value of S²: 3.78

```
68
C28H36P2ReSi ωB97M-V/def2-TZVPD
C 1.1460 2.7847 0.7941
C 0.2020 2.9013 -0.2555
C -1.0862 2.7193 0.2858
H 0.4206 3.1363 -1.2944
C -0.9505 2.4997 1.6458
C 0.4469 2.5326 1.9726
H 0.8663 2.4246 2.9756
H 2.2175 2.9010 0.7043
H -2.0159 2.7717 -0.2687
H -1.7664 2.3563 2.3728
Re 0.0467 0.9868 0.5937
C -1.4246 -2.9928 -4.8664
H -2.1281 -3.0023 -4.0312
H -1.7112 -2.2135 -5.5805
H -0.4149 -2.8015 -4.4994
Si -0.0137 -0.0739 -1.7810
C 1.6543 -0.0758 -2.6963
C 2.4364 1.0726 -2.7446
H 2.0919 1.9889 -2.2733
C 3.6904 1.0760 -3.3800
H 4.2799 1.9879 -3.4087
C 4.1783 -0.0911 -3.9629
H 5.1501 -0.0965 -4.4453
C 3.4056 -1.2484 -3.9221
H 3.7756 -2.1643 -4.3782
C 2.1485 -1.2402 -3.2997
H 1.5615 -2.1490 -3.2879
C -1.1622 1.0032 -2.8572
C -0.7562 1.5175 -4.0915
H 0.2088 1.2454 -4.5039
C -1.5789 2.3907 -4.8194
H -1.2366 2.7802 -5.7739
C -2.8303 2.7487 -4.3280
H -3.4698 3.4219 -4.8917
C -3.2551 2.2365 -3.1056
H -4.2311 2.5028 -2.7101
C -2.4227 1.3729 -2.3811
H -2.7733 1.0024 -1.4194
H -0.5034 -1.4610 -2.0228
H -1.4483 -3.9704 -5.3716
C -1.5897 -0.6501 4.7870
P -0.8447 0.4483 3.4129
C -1.0498 1.9106 4.6103
C 0.4841 -0.7336 3.7320
C 1.1710 -0.5131 4.8664
C 2.1988 -1.3467 5.2478
C 2.5222 -2.3979 4.3608
C 1.8402 -2.5388 3.1970
C 0.7784 -1.7869 2.7903
P -0.0205 -1.6888 1.1049
C -0.0804 -3.5470 1.2487
C -1.8349 -1.3332 1.3495
H -2.5641 -0.3169 4.8594
H -1.1095 -0.5110 5.7905
H -1.5928 -1.7081 4.5462
H -1.1262 1.6063 5.6435
H -0.2602 2.6540 4.6019
H -2.0095 2.4102 4.3992
H 0.9442 0.3128 5.5267
H 2.7357 -1.1648 6.1712
H 3.3738 -3.0280 4.6666
H 2.2418 -3.3377 2.5197
H -0.4552 -3.8232 2.2455
H -0.7684 -3.9215 0.5272
H 0.9105 -3.9923 1.0819
H -2.2400 -1.8323 2.2341
H -2.0736 -0.2416 1.3152
H -2.3293 -1.7104 0.4715
```


[2]
This record from OMol25 describes a structure of composition C28H37Br2FeGeN3O6SSe. The level of theory is ωB97M-V/def2-TZVPD.

charge: 0
orbital gap: 7.38 eV
ΔE to the lowest compared entry with this formula, charge and spin: 0.657 eV

```
80
C28H37Br2FeGeN3O6SSe ωB97M-V/def2-TZVPD
Fe -0.2915 1.1384 -0.4098
O 0.0985 -0.6660 -1.1866
C 0.1335 -0.9241 -2.4008
C 0.4076 0.0065 -3.4366
C 0.4252 -0.4595 -4.7608
C 0.6687 0.4138 -5.7830
C 0.8903 1.7869 -5.5342
C 0.8791 2.2640 -4.2630
C 0.6578 1.4006 -3.1348
O 0.6808 1.8841 -1.9714
N 0.6818 -0.0736 -7.1472
O 0.4921 -1.2642 -7.3331
O 0.8812 0.7328 -8.0382
H -0.0055 -1.9714 -2.7042
H 0.2480 -1.5047 -4.9746
H 1.0640 2.4429 -6.3748
H 1.0332 3.3132 -4.0540
Br -4.5113 2.1138 -3.0296
C -3.6196 3.1291 -1.7104
C -4.1599 4.3598 -1.3096
C -3.5381 5.1424 -0.3767
Br -4.3126 6.7978 0.1173
C -2.3177 4.7237 0.2139
C -1.5655 5.4513 1.1589
C -0.3923 4.9280 1.6237
C 0.0415 3.6721 1.1703
N -0.6396 2.9551 0.3041
C -1.8035 3.4773 -0.1859
C -2.4427 2.6381 -1.1690
O -1.8824 1.5183 -1.4707
H -5.0843 4.6915 -1.7622
H -1.9174 6.4186 1.4895
H 0.2134 5.4643 2.3397
H 0.9693 3.2588 1.5348
C -4.1819 0.4464 2.6673
C -4.8559 -0.3679 1.5685
C -4.2048 -0.2220 0.2027
S -2.5190 -0.8260 -0.0722
O -1.6140 0.0594 0.7634
C -2.5433 -2.4638 0.7160
C -2.3191 -2.6218 2.2195
C -0.9392 -2.1960 2.7051
H -4.6185 0.2165 3.6397
H -4.3105 1.5148 2.4855
H -3.1104 0.2576 2.7110
H -5.8905 -0.0321 1.4524
H -4.9178 -1.4225 1.8462
H -4.1085 0.8279 -0.0848
H -4.7917 -0.7061 -0.5816
H -1.7801 -3.0282 0.1760
H -3.5136 -2.8695 0.4159
H -2.4444 -3.6901 2.4226
H -3.0998 -2.1145 2.7853
H -0.1568 -2.7546 2.1846
H -0.8429 -2.4002 3.7724
H -0.7718 -1.1398 2.5234
N 1.0154 0.7788 2.2569
C 0.8907 0.7488 1.0838
H 1.3922 0.2300 3.0074
C 5.0575 -4.1501 0.4389
Ge 4.6611 -3.2707 2.1373
C 3.4468 -4.3590 3.2268
C 6.3224 -2.8805 3.1073
C 3.7528 -1.5444 1.7993
Se 2.4675 -1.5746 0.3220
C 3.3623 -0.3301 -0.8720
H 5.5252 -5.1194 0.6108
H 5.7401 -3.5447 -0.1575
H 4.1455 -4.2996 -0.1364
H 3.9457 -5.2550 3.5953
H 2.5812 -4.6709 2.6418
H 3.0897 -3.7919 4.0869
H 6.8689 -3.7960 3.3320
H 6.1167 -2.3701 4.0482
H 6.9668 -2.2399 2.5052
H 4.4851 -0.7615 1.6015
H 3.2006 -1.2480 2.6953
H 4.2375 -0.7867 -1.3271
H 3.6401 0.5630 -0.3157
H 2.6408 -0.0546 -1.6374
```


[3]
This record from OMol25 describes a structure of composition C28H37BrFGeO5S5TeY in a non-equilibrium geometry. The level of theory is ωB97M-V/def2-TZVPD.

charge: -2
orbital gap: 5.35 eV
ΔE to the lowest compared entry with this formula, charge and spin: 1.072 eV

```
80
C28H37BrFGeO5S5TeY ωB97M-V/def2-TZVPD
Y -0.2734 0.3291 -0.5844
C 0.7716 -7.1008 2.6253
C 1.9172 -6.0792 2.6245
C 2.5098 -5.9994 4.0362
C 3.0090 -6.5908 1.6841
C 1.3891 -4.7108 2.1948
C 1.7207 -4.0968 0.9913
C 1.1967 -2.8612 0.6742
Br 1.5804 -2.1306 -1.0147
C 0.3429 -2.1220 1.5306
O 0.0110 -0.8953 1.2532
C -0.1183 -2.8194 2.6803
C 0.4554 -4.0527 2.9856
C -1.2787 -2.3704 3.5965
C -2.3566 -3.4698 3.5946
C -1.9960 -1.0885 3.1707
C -0.7572 -2.1745 5.0250
H 1.1368 -8.0946 2.9060
H 0.3151 -7.1643 1.6362
H -0.0116 -6.8152 3.3298
H 2.9050 -6.9736 4.3424
H 1.7631 -5.6968 4.7718
H 3.3218 -5.2704 4.0747
H 3.4108 -7.5355 2.0627
H 3.8342 -5.8814 1.5984
H 2.6237 -6.7744 0.6796
H 2.3831 -4.5756 0.2842
H 0.1223 -4.5459 3.8929
H -2.7222 -3.6360 2.5799
H -3.2006 -3.1596 4.2180
H -1.9871 -4.4222 3.9785
H -2.4142 -1.1633 2.1677
H -1.3499 -0.2165 3.1750
H -2.8190 -0.9164 3.8747
H -0.2978 -3.0818 5.4248
H -1.5762 -1.8880 5.6932
H -0.0064 -1.3819 5.0550
S 0.0372 0.3398 -3.3011
S -1.9201 -0.2750 -3.8064
S -2.0545 -2.1445 -3.0236
S -2.1146 -1.8916 -0.9473
F 1.6562 0.9989 -0.5476
C 0.1489 1.6681 4.1229
Te 0.0234 2.2594 2.1005
C -0.8439 4.1521 2.4764
H -0.8371 1.6340 4.5837
H 0.8008 2.3734 4.6343
H 0.5943 0.6765 4.1555
H -0.0747 4.8651 2.7623
H -1.5743 4.0335 3.2769
H -1.3495 4.4861 1.5753
O -1.6572 2.9144 -2.8347
S -1.7642 2.8669 -1.2819
O -2.6981 3.8538 -0.8241
O -0.3463 3.0071 -0.8465
O -2.1186 1.4788 -0.8530
Ge 0.1482 3.0701 -3.4468
C -0.0299 2.9477 -5.3699
C 0.9815 2.4342 -6.1793
C 0.8354 2.3799 -7.5579
C -0.3407 2.8158 -8.1549
C -1.3689 3.3057 -7.3643
C -1.2078 3.3703 -5.9851
C 0.1880 5.0234 -3.1176
C -0.7985 5.9126 -3.5466
C -0.7035 7.2762 -3.3025
C 0.3859 7.7839 -2.6065
C 1.3687 6.9170 -2.1549
C 1.2631 5.5533 -2.4058
H 1.5484 2.6876 -2.9870
H 1.8926 2.0509 -5.7336
H 1.6315 1.9753 -8.1721
H -0.4597 2.7543 -9.2307
H -2.3014 3.6244 -7.8150
H -2.0325 3.7260 -5.3800
H -1.6738 5.5448 -4.0662
H -1.4883 7.9422 -3.6436
H 0.4588 8.8463 -2.4026
H 2.2122 7.3000 -1.5913
H 2.0285 4.8875 -2.0202
```


[4]
This record from OMol25 describes a structure of composition C28H37Cl4MgN6O3PS in a non-equilibrium geometry. The level of theory is ωB97M-V/def2-TZVPD.

charge: 0
orbital gap: 6.16 eV
ΔE to the lowest compared entry with this formula, charge and spin: 0.000 eV

```
81
C28H37Cl4MgN6O3PS ωB97M-V/def2-TZVPD
Mg -21.3421 -3.1593 -2.5482
Cl -26.9335 -0.3778 -5.1680
C -25.7473 -0.9900 -4.0571
C -26.1063 -1.2728 -2.7427
Cl -27.7530 -0.9597 -2.1876
C -25.2217 -1.9247 -1.8786
Cl -25.4845 -2.0798 -0.1389
C -23.9753 -2.3205 -2.3239
O -23.0779 -2.9544 -1.6156
C -23.5633 -2.0277 -3.6993
O -22.3436 -2.3582 -3.9741
C -24.4627 -1.3452 -4.5037
Cl -23.9766 -0.9327 -6.1018
N -19.5931 -3.2968 -3.8650
C -18.7171 -3.6372 -4.5349
C -17.6325 -3.9549 -5.4334
C -17.0188 -2.9226 -6.1103
C -15.9349 -3.2018 -6.9271
C -15.4529 -4.4849 -7.1360
C -16.1090 -5.5254 -6.4611
C -17.1999 -5.2566 -5.6210
H -17.3703 -1.8986 -5.9599
H -15.4600 -2.3617 -7.4473
H -14.6263 -4.6848 -7.7859
H -15.7872 -6.5406 -6.5617
H -17.6631 -6.0634 -5.0622
C -23.4441 0.8409 -1.8187
N -22.1223 0.1568 -1.8801
C -21.5662 -0.5470 -0.8899
S -20.0435 -1.3400 -1.1236
N -22.1906 -0.5893 0.3147
C -22.0236 -1.6720 1.2403
H -23.7920 0.9883 -2.8259
H -23.4225 1.8129 -1.2885
H -24.1980 0.2829 -1.2827
H -21.6460 0.1814 -2.7538
H -23.1490 -0.2494 0.3564
H -21.0673 -1.5600 1.7774
H -21.9615 -2.6239 0.7469
H -22.8933 -1.6164 1.8888
O -20.9643 -5.0777 -2.1884
P -20.8752 -6.4754 -1.7090
N -22.3966 -6.8633 -1.2629
C -23.5096 -5.8731 -1.2263
C -24.4131 -6.3995 -0.1315
C -24.2510 -7.9071 -0.2995
C -22.7721 -8.0714 -0.5623
N -20.1903 -7.4135 -2.8950
C -20.7958 -7.2475 -4.2153
C -21.2017 -8.6175 -4.6692
C -20.0850 -9.4924 -4.0639
C -19.8087 -8.8668 -2.7437
N -19.8756 -6.7886 -0.3533
C -18.4875 -6.4183 -0.5436
C -18.0110 -6.0056 0.8411
C -19.2306 -5.2607 1.3829
C -20.3578 -6.1278 0.9019
H -23.9986 -5.8891 -2.1792
H -23.1137 -4.8759 -0.9791
H -25.4404 -6.1249 -0.3633
H -24.0569 -6.0784 0.8389
H -24.8625 -8.2210 -1.1320
H -24.5971 -8.4316 0.5704
H -22.6154 -8.9843 -1.1235
H -22.2445 -8.1839 0.3626
H -20.1241 -6.7147 -4.9379
H -21.6990 -6.6210 -4.1479
H -21.2810 -8.7469 -5.7455
H -22.1215 -8.9280 -4.2015
H -19.2169 -9.4674 -4.7092
H -20.3332 -10.5242 -3.9933
H -18.7240 -8.9396 -2.5072
H -20.2675 -9.2916 -1.8385
H -18.4464 -5.5477 -1.2173
H -17.8983 -7.2469 -0.9889
H -17.0868 -5.4276 0.8869
H -17.8558 -6.9316 1.4041
H -19.2462 -4.2787 0.9023
H -19.2158 -5.0378 2.4653
H -21.2747 -5.5092 0.6835
H -20.5977 -6.8731 1.6551
```


[5]
This record from OMol25 describes a structure of composition C28H37CoN5O2S2. The level of theory is ωB97M-V/def2-TZVPD.

charge: +2
2S+1: 4
orbital gap (spin up / spin down): 8.89 / 8.63 eV
ΔE to the lowest compared entry with this formula, charge and spin: 0.000 eV
expectation value of S²: 3.76

```
75
C28H37CoN5O2S2 ωB97M-V/def2-TZVPD
Co -1.6524 -0.2844 0.1697
C -4.2174 -1.0618 -1.3334
C -4.0581 -2.1015 -0.2389
N -2.6329 -2.3283 0.0790
C -1.9353 -3.1877 -0.8927
C -1.2481 -2.3936 -1.9811
C -0.8109 -2.9611 -3.1661
C -0.1265 -2.1580 -4.0670
C 0.1091 -0.8239 -3.7634
C -0.3647 -0.3325 -2.5591
C -0.1165 1.0746 -2.0717
N -1.0497 1.4610 -1.0016
C -2.2645 2.1399 -1.4925
C -3.2782 1.1323 -2.0020
N -3.5962 0.2025 -0.9080
N -1.0355 -1.1083 -1.7117
H -3.7194 -1.3925 -2.2461
H -5.2764 -0.9418 -1.5753
H -4.5458 -1.7488 0.6722
H -4.5530 -3.0307 -0.5352
H -2.5766 -2.7707 0.9891
H -1.1666 -3.7525 -0.3585
H -2.6139 -3.9228 -1.3354
H -1.0017 -4.0039 -3.3816
H 0.2214 -2.5700 -5.0049
H 0.6429 -0.1809 -4.4503
H 0.8969 1.1133 -1.6633
H -0.1480 1.7808 -2.9064
H -0.5686 2.0873 -0.3595
H -2.6957 2.6847 -0.6489
H -2.0267 2.8723 -2.2690
H -4.1643 1.6482 -2.3805
H -2.8655 0.5556 -2.8308
H -4.2311 0.6723 -0.2692
O 0.1796 -1.0350 0.8706
S 1.1553 -2.0737 0.3583
C 2.7784 -1.2727 0.2893
C 3.0517 -0.2151 1.3644
C 2.6643 1.2178 0.9871
C 2.4774 2.1046 2.2271
S 1.1070 3.2854 2.1335
O -0.0561 2.5384 1.5432
C 1.6856 4.3700 0.8270
C 0.6916 5.1241 0.2104
C 1.0303 6.0381 -0.7746
C 2.3615 6.2103 -1.1312
C 3.3510 5.4747 -0.4966
C 3.0198 4.5541 0.4883
C 1.4500 -3.1522 1.7426
C 2.1297 -4.3423 1.5144
C 2.3629 -5.1949 2.5816
C 1.9043 -4.8602 3.8499
C 1.2115 -3.6758 4.0582
C 0.9773 -2.8085 2.9996
H 2.8640 -0.8692 -0.7225
H 3.4659 -2.1178 0.3669
H 4.1261 -0.2471 1.5544
H 2.5627 -0.5077 2.2969
H 1.7383 1.2114 0.4068
H 3.4448 1.6394 0.3520
H 3.3668 2.6747 2.4941
H 2.2081 1.5106 3.1029
H -0.3396 5.0062 0.5220
H 0.2606 6.6339 -1.2467
H 2.6291 6.9310 -1.8920
H 4.3892 5.6195 -0.7636
H 3.8070 3.9978 0.9768
H 2.4710 -4.6043 0.5191
H 2.8944 -6.1232 2.4230
H 2.0841 -5.5308 4.6792
H 0.8558 -3.4244 5.0483
H 0.4388 -1.8799 3.1358
N -3.4221 0.4831 2.8941
C -2.7889 0.2101 1.9730
H -3.9193 0.7304 3.7307
```


[6]
This record from OMol25 describes an isolated molecule of C28H37F2N3O5S in a non-equilibrium geometry. The level of theory is ωB97M-V/def2-TZVPD.

charge: 0
orbital gap: 7.09 eV
SMILES: COCCCCCCCc1cc(C[C@@H](O)CN)c2c(c1CCCO)Nc1cc(N(C(=O)F)C(=O)F)ccc1S2

```
76
C28H37F2N3O5S ωB97M-V/def2-TZVPD
C 0.2593 0.6519 6.5366
O -0.3472 0.8266 5.1998
C -1.0792 -0.4078 4.7870
C 0.0557 -1.5040 4.3244
C -0.5890 -2.9596 3.8337
C 0.4814 -3.8338 2.8950
C -0.2905 -4.1763 1.4830
C 0.7020 -4.6063 0.2475
C 1.5851 -3.3816 -0.3902
C 0.7324 -2.3062 -1.2923
C -0.9181 -2.4827 -1.4252
C -1.8485 -1.4350 -2.3075
C -3.4913 -1.6577 -2.4413
C -4.2682 -1.7457 -1.0004
O -4.5835 -3.1831 -0.7324
C -3.4896 -1.0210 0.2517
N -4.4454 -0.6280 1.3832
C -1.0797 -0.2028 -3.0683
C 0.5686 0.0730 -2.9976
C 1.4481 -1.0220 -2.0894
C 3.0795 -0.9108 -1.9679
C 3.6500 -0.6825 -0.4471
C 5.1062 0.1322 -0.4026
O 4.9599 1.5681 -0.1107
N 1.1839 1.2283 -3.7552
C 0.5096 2.5515 -3.4690
C 1.3473 3.8989 -3.0270
C 0.5252 5.3264 -2.7526
N 1.3060 6.5638 -2.3593
C 0.9150 7.7385 -3.2617
O 1.5871 7.9215 -4.4012
F -0.1679 8.7182 -2.8739
C 1.0737 6.9507 -0.9124
O -0.0966 6.9462 -0.2689
F 2.2752 7.3838 -0.1236
C -1.1241 5.4279 -2.9224
C -1.9790 4.0961 -3.3502
C -1.1487 2.7088 -3.6213
S -2.0332 1.0861 -4.1088
H -0.1884 -0.2976 7.0939
H 1.4158 0.4421 6.4260
H 0.0615 1.5650 7.2638
H -1.7570 -0.8173 5.6709
H -1.8393 -0.1161 3.9198
H 0.6130 -1.0294 3.3842
H 0.7858 -1.7491 5.2116
H -1.5901 -2.7136 3.2798
H -0.8947 -3.5836 4.8011
H 0.6351 -4.8609 3.4586
H 1.4708 -3.2132 2.7730
H -0.9943 -3.2621 1.2528
H -1.0217 -5.0949 1.6982
H 0.0288 -5.0556 -0.6099
H 1.4031 -5.4937 0.6048
H 2.0688 -2.8032 0.5356
H 2.3944 -3.8629 -1.0976
H -1.5207 -3.3670 -0.8956
H -4.0228 -0.8273 -3.0754
H -3.6487 -2.7032 -2.9866
H -5.3178 -1.2157 -1.1205
H -3.7399 -3.7317 -0.8637
H -2.7523 -1.8193 0.7122
H -2.8828 -0.0699 -0.1045
H -4.9009 0.2848 1.1526
H -5.1816 -1.3872 1.5008
H 3.5767 -0.1106 -2.6632
H 3.5098 -1.9651 -2.3263
H 3.9064 -1.7693 -0.0249
H 2.8871 -0.2014 0.2995
H 5.6265 -0.0784 -1.4364
H 5.7869 -0.4075 0.4158
H 5.8029 1.9836 -0.5079
H 2.2229 1.2695 -3.6700
H 2.5180 3.8341 -2.9375
H -1.6760 6.4565 -2.7415
H -3.1566 4.1196 -3.4548
```